This record from the OMol25 dataset describes 19 unconnected molecules or ions with the total composition C35H70ClN3O25S2 at a distorted geometry. The level of theory is the ωB97M-V functional and the def2-TZVPD basis.

Results
**Lowest unoccupied orbital energy**: -0.065 Ha
**Kohn-Sham gap**: 6.72 eV
**2S+1**: 1

Each line ends with the Löwdin charge.
CARTESIAN COORDINATES (ANGSTROEM)
C 5.06 -3.38 3.25  -0.085
C 4.93 -2.28 2.09  -0.213
O 3.85 -1.29 2.34  -0.122
C 3.25 -1.14 1.03  -0.098
C 3.93 -0.28 -0.11  -0.076
C 5.29 0.45 0.30  -0.084
C 6.52 -0.06 -0.80  -0.194
C 8.06 0.52 -0.40  0.008
O 7.15 1.04 -1.63  -0.270
C 3.30 -0.13 -1.54  -0.386
Cl 4.12 0.85 -2.86  0.682
C 1.93 -0.82 -1.93  -0.103
C 1.28 -0.61 -3.37  -0.166
C 0.74 0.91 -3.40  -0.245
C -0.65 1.10 -2.60  -0.425
S -0.38 1.90 -0.91  0.789
C -1.31 3.53 -0.87  -0.973
S -0.90 4.76 -1.94  0.721
N -2.41 3.75 0.10  -0.161
C -1.95 3.71 1.50  -0.161
C -2.61 2.92 2.66  0.006
C -1.94 2.97 4.09  -0.057
C -0.66 3.81 4.41  -0.099
C -0.02 4.63 3.24  -0.067
C -0.65 4.55 1.83  -0.010
C -3.56 2.87 -0.16  -0.200
C -4.87 3.57 -0.69  0.036
C -6.16 2.77 -1.05  -0.052
C -6.21 1.23 -0.89  -0.057
C -4.91 0.52 -0.34  -0.046
C -3.61 1.32 0.00  -0.034
C 1.25 -1.65 -0.80  0.019
C 1.89 -1.80 0.64  0.063
C 1.06 -2.64 1.75  -0.173
O 1.71 -3.33 2.58  0.060
C -0.52 -2.48 1.66  -0.058
N -1.47 -2.37 2.78  -0.066
C -1.43 -1.02 3.43  -0.069
C -1.43 -3.48 3.72  -0.391
C -2.38 -3.38 5.03  -0.007
O -0.77 -4.55 3.60  0.028
C -1.08 -2.38 0.34  -0.004
C -2.66 -2.18 0.09  -0.116
O -3.39 -3.42 -0.14  -0.107
N -2.62 -4.51 0.17  -0.003
O -3.06 -5.09 1.12  0.066
C -0.16 -2.41 -0.99  -0.208
O -0.51 -2.99 -2.05  0.054
H 5.22 -2.95 4.29  0.089
H 4.19 -4.14 3.27  0.063
H 6.00 -4.02 3.03  0.088
H 4.77 -2.84 1.09  0.143
H 5.97 -1.78 1.99  0.125
H 5.67 0.22 1.34  0.104
H 5.18 1.58 0.14  0.125
H 6.45 -1.17 -1.24  0.148
H 8.05 1.56 0.09  0.111
H 8.90 0.30 -1.15  0.091
H 2.07 -0.83 -4.19  0.122
H 0.38 -1.28 -3.60  0.093
H 1.49 1.66 -2.96  0.075
H 0.57 1.20 -4.50  0.119
H -1.26 1.88 -3.20  0.087
H -1.28 0.15 -2.53  0.080
H -3.57 2.31 2.47  0.067
H -2.42 2.36 4.92  0.086
H -0.20 3.86 5.46  0.087
H 0.92 5.27 3.43  0.097
H -0.16 5.16 1.00  0.082
H -4.86 4.71 -0.86  0.105
H -7.07 3.36 -1.43  0.070
H -7.16 0.64 -1.12  0.057
H -4.95 -0.61 -0.19  0.075
H -2.66 0.80 0.39  0.064
H -1.16 -0.26 2.59  0.109
H -0.64 -0.90 4.25  0.079
H -2.49 -0.72 3.76  0.106
H -3.47 -3.52 4.68  0.093
H -2.11 -4.22 5.79  0.097
H -2.25 -2.40 5.60  0.073
H -2.81 -1.47 -0.80  0.124
H -3.16 -1.66 0.99  0.130
O -8.20 3.69 -3.02  -0.064
H -8.36 3.17 -3.81  0.040
H -8.54 4.57 -3.24  0.054
O -8.80 -0.44 -1.71  -0.060
H -9.49 -0.67 -1.08  0.051
H -9.28 -0.36 -2.55  0.050
O -6.58 1.17 -4.42  -0.064
H -6.33 0.26 -4.64  0.039
H -6.56 1.20 -3.46  0.002
O 0.42 -3.45 -5.04  -0.066
H 0.64 -4.37 -5.24  0.039
H 0.43 -3.41 -4.07  -0.006
O -5.61 -6.25 1.95  -0.053
H -6.16 -5.76 1.33  0.043
H -4.75 -5.81 1.91  0.003
O -3.21 7.48 -2.72  -0.085
H -3.67 8.06 -2.10  0.032
H -2.78 6.82 -2.16  -0.039
O -7.02 -3.98 3.18  -0.069
H -6.35 -4.59 2.83  -0.013
H -7.63 -3.86 2.44  0.030
O 8.34 -2.73 -1.35  -0.067
H 9.23 -2.41 -1.20  0.002
H 8.19 -2.60 -2.29  0.040
O 3.41 0.09 5.14  -0.069
H 3.25 -0.44 4.34  -0.003
H 3.11 0.97 4.89  0.034
O 5.07 -6.45 3.17  -0.069
H 4.36 -6.64 3.80  0.044
H 4.62 -6.37 2.32  0.041
O 11.04 -1.42 -1.75  -0.053
H 11.94 -1.10 -1.60  0.053
H 10.89 -1.29 -2.69  0.052
O 6.22 2.78 -4.67  -0.061
H 5.36 2.36 -4.58  -0.002
H 6.67 2.57 -3.84  0.039
O -5.31 1.22 3.35  -0.068
H -6.00 0.99 3.98  0.045
H -5.78 1.32 2.51  0.029
O 7.06 1.39 -7.15  -0.073
H 7.92 1.03 -6.90  0.037
H 6.82 1.97 -6.41  -0.019
O 8.92 4.04 -7.37  -0.066
H 8.21 3.84 -6.74  0.013
H 8.46 4.15 -8.21  0.039
O 0.97 -1.86 4.79  -0.061
H 1.19 -2.78 4.59  0.039
H 0.99 -1.83 5.76  0.069
O -8.00 -0.40 -6.30  -0.068
H -8.22 0.50 -6.01  0.021
H -7.76 -0.29 -7.23  0.044
O -2.42 6.94 5.02  -0.068
H -2.17 6.03 4.80  -0.001
H -2.41 6.96 5.98  0.033



This record from the OMol25 dataset describes 14 unconnected molecules or ions with the total composition C35H71IN16O27 at a distorted geometry. The level of theory is the ωB97M-V functional and the def2-TZVPD basis.

Results
**Lowest unoccupied orbital energy**: -0.016 Ha
**Kohn-Sham gap**: 7.47 eV
**2S+1**: 1
**Relative energy (zero: lowest compared OMol25 entry of this formula, charge and spin)**: 76.3 kcal per mole

Each line ends with the Löwdin charge.
CARTESIAN COORDINATES (ANGSTROEM)
C 2.51 6.19 -0.38  -0.108
C 1.73 7.13 -1.42  -0.251
C 0.21 6.75 -1.57  -0.213
C -0.03 5.36 -2.35  -0.189
C -0.52 4.21 -1.35  -0.176
C 0.70 3.27 -0.91  -0.153
C 0.47 1.76 -1.27  -0.063
C 0.45 0.70 -0.26  -0.056
C 0.71 1.13 1.22  -0.082
C 2.36 1.37 1.23  -0.187
C 3.03 1.22 2.71  0.010
O 3.16 0.18 1.54  -0.189
C 0.19 -0.75 -0.66  -0.170
N 0.18 -1.72 0.39  0.017
C 0.53 -3.09 -0.05  -0.246
C 1.96 -3.25 -0.70  -0.092
C -0.04 -1.04 -2.06  0.031
C 0.01 0.00 -3.15  -0.188
N -0.21 -0.45 -4.44  0.118
C -0.10 0.61 -5.30  -0.257
C -0.28 0.29 -6.84  -0.143
C 1.16 0.24 -7.53  -0.295
C 1.74 -1.25 -7.59  -0.649
I 2.63 -1.91 -5.73  0.721
C 0.18 2.03 -4.94  -0.060
N 0.34 2.43 -3.65  0.118
C 0.27 1.39 -2.73  -0.148
H 1.81 5.49 0.13  0.051
H 2.98 6.84 0.41  0.062
H 3.36 5.66 -0.91  0.076
H 2.28 7.14 -2.40  0.101
H 1.82 8.18 -1.01  0.100
H -0.30 6.75 -0.56  0.100
H -0.27 7.60 -2.16  0.104
H 0.97 5.11 -2.82  0.100
H -0.80 5.59 -3.14  0.085
H -1.28 3.59 -1.90  0.070
H -1.02 4.72 -0.49  0.103
H 1.62 3.63 -1.46  0.107
H 0.88 3.45 0.18  0.085
H 0.26 2.11 1.49  0.080
H 0.58 0.33 1.98  0.090
H 2.80 2.18 0.53  0.150
H 2.60 0.46 3.41  0.103
H 4.11 1.51 2.82  0.081
H 0.79 -1.45 1.16  0.103
H -0.21 -3.56 -0.74  0.088
H 0.52 -3.72 0.88  0.086
H 2.33 -4.30 -0.51  0.067
H 2.75 -2.57 -0.27  0.070
H 1.89 -3.17 -1.82  0.068
H -0.26 -2.10 -2.35  0.099
H -0.86 -0.66 -6.99  0.112
H -0.82 1.16 -7.31  0.108
H 1.89 0.94 -7.00  0.099
H 1.12 0.59 -8.60  0.094
H 0.87 -1.89 -7.91  0.056
H 2.49 -1.30 -8.43  0.027
H 0.23 2.79 -5.75  0.119
C -2.96 1.36 3.54  0.047
N -1.84 2.20 3.05  -0.426
O -0.71 1.88 3.38  0.036
O -2.13 3.15 2.34  0.054
H -2.55 0.56 4.16  0.086
H -3.62 2.00 4.13  0.103
H -3.47 0.95 2.68  0.079
C 5.33 0.68 -8.74  0.052
N 4.40 0.41 -9.87  -0.436
O 4.87 -0.07 -10.88  0.079
O 3.23 0.69 -9.70  0.035
H 6.33 0.38 -9.04  0.096
H 5.29 1.74 -8.53  0.103
H 4.99 0.09 -7.89  0.089
C -3.33 -4.47 -2.01  0.055
N -3.07 -5.42 -0.90  -0.426
O -3.92 -6.26 -0.67  0.051
O -2.02 -5.30 -0.30  0.072
H -4.29 -4.69 -2.45  0.096
H -3.32 -3.46 -1.59  0.103
H -2.53 -4.59 -2.74  0.105
C 0.17 -3.51 4.01  0.052
N -0.41 -2.14 3.99  -0.434
O 0.29 -1.23 4.40  0.051
O -1.54 -2.02 3.56  0.046
H 1.17 -3.46 4.42  0.100
H -0.47 -4.13 4.65  0.063
H 0.18 -3.88 2.99  0.080
C 0.47 6.68 3.58  0.045
N 1.58 7.52 3.07  -0.453
O 2.71 7.22 3.40  0.061
O 1.28 8.46 2.35  0.053
H 0.88 5.89 4.20  0.095
H -0.19 7.32 4.16  0.100
H -0.05 6.26 2.72  0.094
C -3.30 4.17 -3.44  0.029
N -4.72 4.48 -3.80  -0.441
O -5.52 3.58 -3.73  0.055
O -4.96 5.63 -4.13  0.070
H -3.24 3.12 -3.17  0.095
H -2.69 4.38 -4.32  0.103
H -3.03 4.81 -2.60  0.092
C -2.32 -6.22 7.23  0.049
N -1.03 -6.47 6.53  -0.424
O -0.28 -7.29 7.01  0.085
O -0.83 -5.82 5.51  0.021
H -2.37 -6.86 8.11  0.096
H -2.35 -5.17 7.51  0.102
H -3.12 -6.46 6.53  0.087
C 6.51 -0.20 3.40  0.051
N 6.75 0.31 4.78  -0.438
O 7.57 -0.29 5.46  0.034
O 6.11 1.28 5.13  0.075
H 7.14 -1.06 3.23  0.098
H 5.45 -0.46 3.33  0.092
H 6.76 0.61 2.71  0.107
C -5.96 -1.27 1.96  0.051
N -6.52 0.10 2.06  -0.440
O -5.83 0.96 2.57  0.047
O -7.64 0.27 1.61  0.080
H -4.96 -1.27 2.40  0.088
H -6.62 -1.94 2.51  0.104
H -5.92 -1.54 0.91  0.100
C -8.89 3.64 -3.49  0.033
N -10.21 2.98 -3.31  -0.454
O -10.22 1.89 -2.77  0.061
O -11.19 3.58 -3.72  0.056
H -8.12 2.99 -3.09  0.080
H -8.75 3.79 -4.56  0.102
H -8.93 4.59 -2.96  0.103
C 4.73 -5.48 2.24  0.049
N 3.82 -4.40 1.77  -0.421
O 2.62 -4.60 1.84  0.042
O 4.35 -3.40 1.34  0.063
H 4.12 -6.32 2.60  0.100
H 5.35 -5.79 1.40  0.102
H 5.33 -5.07 3.05  0.076
C 6.01 -2.60 6.85  0.052
N 5.13 -3.66 6.31  -0.440
O 5.02 -3.73 5.09  0.042
O 4.58 -4.39 7.11  0.079
H 6.42 -2.04 6.01  0.056
H 5.40 -1.96 7.48  0.110
H 6.80 -3.08 7.42  0.108
C -3.79 -7.79 1.96  0.045
N -3.51 -7.29 3.33  -0.438
O -2.67 -7.87 3.99  0.062
O -4.15 -6.31 3.69  0.053
H -3.15 -8.65 1.77  0.101
H -4.84 -8.07 1.92  0.106
H -3.56 -6.99 1.26  0.054



This record from the OMol25 dataset describes a molecular structure, C35H71NO20Zr at a distorted geometry. The level of theory is the ωB97M-V functional and the def2-TZVPD basis.

Results
**Charge**: +2
**Lowest unoccupied orbital energy**: -0.248 Ha
**Kohn-Sham gap**: 6.43 eV
**2S+1**: 1
**Relative energy (zero: lowest compared OMol25 entry of this formula, charge and spin)**: 13.2 kcal per mole

Each line ends with the Löwdin charge.
CARTESIAN COORDINATES (ANGSTROEM)
Zr 0.52 1.68 -2.43  2.105
O 1.27 -0.06 -1.62  -0.344
C 0.90 -0.40 -0.30  -0.235
C 0.01 0.69 0.35  -0.236
O -0.34 1.76 -0.53  -0.341
H 1.78 -0.60 0.30  0.117
H 0.23 -1.27 -0.25  0.100
H 0.57 1.10 1.20  0.102
H -0.92 0.24 0.71  0.096
C 3.07 -4.57 0.20  0.035
N 2.42 -5.88 0.01  -0.457
O 1.23 -5.91 0.18  0.058
O 3.11 -6.83 -0.27  0.098
H 2.63 -4.17 1.11  0.055
H 2.71 -3.96 -0.63  0.098
H 4.15 -4.61 0.24  0.101
O -1.75 0.06 5.84  0.116
C -2.26 -0.55 4.96  -0.585
O -2.52 -1.85 4.95  -0.015
C -2.31 -2.62 6.17  -0.185
C -2.46 -4.08 5.84  -0.070
C -2.70 0.12 3.67  0.011
H -3.07 -2.27 6.87  0.133
H -1.32 -2.44 6.59  0.122
H -2.22 -4.75 6.66  0.088
H -1.90 -4.41 4.96  0.063
H -3.48 -4.33 5.54  0.085
H -2.09 -0.32 2.88  0.067
H -2.53 1.19 3.72  0.091
H -3.75 -0.10 3.53  0.082
O 0.46 4.06 -1.95  -0.059
C 0.29 5.27 -1.98  -0.521
O -0.71 5.83 -2.57  0.073
C -1.70 5.00 -3.24  -0.187
C -3.00 5.78 -3.32  -0.034
C 1.22 6.23 -1.34  0.074
H -1.88 4.10 -2.64  0.109
H -1.36 4.64 -4.22  0.130
H -3.74 5.10 -3.75  0.090
H -2.91 6.68 -3.91  0.091
H -3.30 5.98 -2.30  0.087
H 0.79 7.22 -1.36  0.106
H 2.13 6.20 -1.95  0.113
H 1.45 5.93 -0.33  0.096
O 3.96 0.70 3.04  0.089
C 3.68 -0.48 3.02  -0.552
O 2.68 -1.05 3.68  -0.023
C 2.01 -0.37 4.79  -0.158
C 1.01 0.68 4.36  -0.059
C 4.41 -1.44 2.13  0.029
H 2.78 0.15 5.37  0.133
H 1.53 -1.16 5.35  0.118
H 0.21 0.23 3.77  0.058
H 1.49 1.41 3.70  0.065
H 0.56 1.18 5.21  0.087
H 3.98 -2.43 2.00  0.061
H 5.37 -1.64 2.64  0.107
H 4.68 -1.03 1.16  0.082
O 2.30 -6.00 5.85  0.128
C 2.60 -6.14 4.71  -0.560
O 2.22 -5.28 3.75  -0.029
C 1.31 -4.22 4.16  -0.196
C 0.68 -3.69 2.91  -0.065
C 3.39 -7.29 4.18  0.027
H 1.91 -3.47 4.66  0.115
H 0.60 -4.69 4.84  0.114
H 1.33 -2.95 2.44  0.051
H -0.27 -3.23 3.18  0.073
H 0.46 -4.51 2.23  0.074
H 3.79 -7.81 5.04  0.092
H 4.22 -6.92 3.57  0.088
H 2.82 -8.00 3.59  0.094
O -1.57 0.56 -2.68  -0.059
C -2.64 0.11 -3.02  -0.537
O -3.09 -1.00 -2.57  0.080
C -2.29 -1.72 -1.63  -0.176
C -1.20 -2.49 -2.31  -0.040
C -3.58 0.82 -3.93  0.066
H -2.99 -2.41 -1.15  0.142
H -1.95 -1.08 -0.81  0.105
H -0.38 -1.84 -2.65  0.051
H -1.56 -3.00 -3.21  0.102
H -0.79 -3.23 -1.63  0.092
H -3.06 1.43 -4.66  0.081
H -4.23 1.41 -3.26  0.085
H -4.26 0.12 -4.41  0.113
O -5.48 2.54 -1.81  0.089
C -5.45 3.35 -0.95  -0.582
O -4.60 3.28 0.06  0.011
C -3.79 2.10 0.09  -0.193
C -4.59 0.93 0.64  -0.044
C -6.37 4.53 -0.85  0.046
H -2.93 2.33 0.72  0.118
H -3.50 1.87 -0.94  0.093
H -4.00 0.02 0.44  0.074
H -5.54 0.74 0.15  0.089
H -4.81 1.02 1.70  0.073
H -6.48 4.77 0.21  0.097
H -7.31 4.29 -1.33  0.098
H -5.92 5.38 -1.35  0.088
O 2.41 2.60 -1.19  -0.078
C 3.29 2.75 -0.34  -0.509
O 4.52 2.47 -0.51  0.086
C 4.97 2.11 -1.82  -0.183
C 5.22 3.35 -2.66  -0.048
C 2.93 3.27 1.01  0.076
H 4.25 1.48 -2.33  0.111
H 5.90 1.56 -1.73  0.136
H 5.55 3.07 -3.65  0.093
H 5.81 4.10 -2.16  0.094
H 4.25 3.84 -2.84  0.070
H 3.02 4.36 0.88  0.106
H 3.61 2.93 1.79  0.093
H 1.90 3.03 1.23  0.088
O 0.40 0.05 -4.21  -0.067
C 0.77 -0.73 -5.05  -0.541
O 0.12 -0.95 -6.14  0.065
C -0.96 -0.07 -6.61  -0.154
C -0.42 0.86 -7.67  -0.042
C 1.91 -1.66 -4.85  0.068
H -1.41 0.47 -5.77  0.089
H -1.70 -0.73 -7.03  0.139
H -0.26 0.31 -8.59  0.093
H 0.53 1.31 -7.37  0.084
H -1.14 1.65 -7.90  0.091
H 2.30 -2.03 -5.79  0.107
H 1.54 -2.49 -4.24  0.112
H 2.67 -1.17 -4.24  0.097